Record 1
ORCA calculation (ωB97M-V/def2-TZVPD) on a molecular structure, C24H21Br4F6N3O6S2SbTi.

```
68
Properties=species:S:1:pos:R:3:forces:R:3
Ti -1.320059 -1.562825 -1.209549 -0.4479 0.6952 0.4753
C 1.051052 -5.590614 0.003378 0.0090 0.0044 -0.0309
C 2.237253 -4.636243 0.062036 -0.0186 0.0041 -0.0100
N 2.000422 -3.519968 0.966346 0.0563 -0.0021 -0.0196
C 2.146169 -3.785334 2.391007 -0.0428 0.0256 -0.0070
C 3.279796 -2.977960 3.007168 0.0171 0.0021 0.0055
C 1.244380 -2.441637 0.597307 -0.0324 0.0054 0.1312
S 1.108213 -2.062774 -1.150825 0.1851 -0.1440 0.0490
N 0.790986 -1.659497 1.526189 0.0249 0.0050 -0.0342
C -0.103866 -0.656515 1.396639 0.0388 -0.0632 -0.1458
O -0.744531 -0.360813 0.270816 0.0404 -0.1094 -0.1324
C -0.465562 0.091358 2.568402 -0.0423 0.0602 0.1737
C -1.569099 0.971770 2.548689 0.0532 -0.0612 -0.0374
C -1.901916 1.718372 3.662497 -0.0084 0.0291 0.0534
C -1.163497 1.614855 4.837659 0.0001 -0.0119 -0.0325
C -0.085481 0.732129 4.878500 0.0069 0.0097 0.0370
C 0.260584 -0.018237 3.773076 0.0005 -0.0100 -0.0414
H 1.229124 -6.375181 -0.730479 -0.0002 -0.0138 0.0118
H 0.146021 -5.052670 -0.288463 -0.0021 0.0000 0.0085
H 0.863954 -6.041400 0.981059 -0.0037 -0.0062 0.0038
H 2.469041 -4.256575 -0.930142 -0.0207 -0.0074 -0.0074
H 3.135601 -5.152815 0.409385 -0.0080 0.0049 0.0122
H 2.332969 -4.854616 2.503137 0.0187 -0.0005 0.0139
H 1.207782 -3.549533 2.897021 -0.0027 -0.0139 0.0036
H 4.231179 -3.218955 2.529168 0.0014 -0.0032 0.0027
H 3.365520 -3.186063 4.076299 -0.0017 -0.0056 0.0010
H 3.088605 -1.913579 2.875936 -0.0021 -0.0014 -0.0025
H -2.171535 1.034930 1.652416 -0.0100 0.0093 -0.0040
H -2.752229 2.388851 3.617657 -0.0007 -0.0017 -0.0041
H -1.421789 2.209058 5.704576 0.0015 0.0067 0.0011
H 0.495788 0.636419 5.788544 0.0048 0.0006 -0.0008
H 1.101911 -0.697349 3.807860 -0.0027 0.0002 -0.0001
Br -2.074255 1.958617 -7.072461 -0.0200 -0.0128 0.0225
C -2.294321 1.329176 -5.302508 0.0695 -0.0148 -0.0382
C -3.413726 1.678317 -4.562286 -0.0855 0.0300 0.0464
Br -4.754334 2.790976 -5.300009 0.0066 -0.0051 0.0026
C -3.558770 1.206580 -3.248904 -0.0010 0.0747 0.0440
Br -5.031370 1.663361 -2.152124 0.0314 -0.0089 -0.0164
C -2.593594 0.385892 -2.685334 -0.0666 -0.0369 -0.0608
O -2.616606 -0.079213 -1.448357 0.0068 -0.1445 -0.0596
C -1.442816 0.050177 -3.438581 -0.0172 -0.0227 -0.0903
O -0.553309 -0.682973 -2.801357 0.0898 0.0055 -0.1265
C -1.304653 0.513059 -4.738326 0.0694 0.0164 0.0011
Br 0.257902 -0.001534 -5.650879 -0.0462 0.0117 0.0169
F -1.520801 -2.864974 0.053894 0.0408 0.0173 0.0477
Sb 0.397166 -3.953684 -3.308370 0.0911 -0.0704 -0.1507
F -2.323584 -2.571943 -2.311281 -0.0537 -0.2719 -0.2266
F 1.842315 -3.156195 -4.321351 -0.0240 0.0325 0.0361
F -0.599906 -3.561539 -4.904952 0.0486 -0.0438 -0.0112
F 1.788469 -5.271106 -2.946983 -0.0302 0.0199 -0.0562
F -0.695468 -5.562167 -3.318697 0.0165 0.0355 0.0865
N -1.150927 2.223400 -0.676297 -0.0151 -0.0729 -0.1146
C -0.459357 3.266409 -0.266108 -0.0330 0.0983 -0.0047
C -0.709819 4.563233 -0.824686 0.0160 -0.0755 0.0231
C -0.012923 5.637878 -0.374236 0.0409 0.0680 0.0069
C 0.965155 5.488978 0.637881 -0.1624 -0.1589 -0.1014
C 1.223039 4.220453 1.180714 0.1030 0.0434 0.0995
C 0.535814 3.121396 0.750577 -0.0354 -0.0173 -0.0292
S 1.839354 6.949166 1.182438 0.1059 0.0948 -0.0431
O 2.786211 6.469314 2.168572 -0.0164 -0.0022 0.0138
O 2.425668 7.434827 -0.056075 -0.0187 -0.0082 0.0474
O 0.766908 7.780533 1.702255 -0.0129 -0.0170 0.0123
H -1.835968 2.319214 -1.414888 -0.0243 0.0537 0.0260
H -1.021564 1.262498 -0.308399 0.1268 -0.0055 0.1160
H -1.458804 4.655042 -1.602132 -0.0062 0.0044 0.0049
H -0.182299 6.627929 -0.775682 -0.0049 -0.0087 -0.0086
H 1.980023 4.146509 1.949851 -0.0055 -0.0108 -0.0025
H 0.714349 2.135793 1.161740 0.0041 -0.0044 0.0134
```
Positions in Å, forces in eV/Å.

## Properties
**<S²>**: 3.82
**Kohn-Sham gap (alpha / beta)**: 5.020 / 5.045 eV
**E_HOMO (alpha / beta)**: -1.526 / -3.904 eV
**Spin multiplicity**: 4
**Net charge**: -2

Mulliken atomic charge list, values in e, 8 entries: atom 1 (Ti): 0.141, atom 2 (C): -0.932, atom 3 (C): -1.176, atom 4 (N): 0.205, atom 5 (C): -0.547, atom 6 (C): -1.238, atom 7 (C): 0.644, atom 8 (S): -0.487

Record 2
ORCA calculation (ωB97M-V/def2-TZVPD) on a molecular structure, C24H21BrN4O2SbV.

```
54
Properties=species:S:1:pos:R:3:forces:R:3
V -0.357267 -0.582199 0.088078 -0.2509 0.2875 1.9330
C 2.853905 -1.144808 1.117663 0.0497 -0.0219 0.0516
C 2.747130 -0.926817 -0.359178 0.0768 0.0320 0.1582
C 3.873760 -0.756250 -1.162038 -0.0453 -0.0477 0.1201
C 3.716566 -0.537968 -2.510637 -0.0180 0.0005 -0.0518
C 2.432300 -0.504223 -3.047618 -0.0515 0.1229 -0.1328
C 1.342424 -0.658295 -2.212934 0.4443 -0.3385 -0.0128
N 1.521601 -0.872217 -0.886179 -0.6719 0.2035 -0.6133
Sb -0.607206 -0.731804 -3.160346 0.1660 -0.1012 -0.2543
C -1.471384 -2.295912 -1.948187 -0.1046 -0.3270 -0.1303
C -2.111724 -3.324491 -2.614144 -0.0721 -0.0349 -0.0222
C -2.716857 -4.334351 -1.871521 0.0123 0.0062 -0.0408
C -2.657062 -4.284288 -0.495933 0.0618 0.0697 0.1520
C -1.984934 -3.234112 0.125872 -0.0464 -0.0568 0.1039
C -1.861598 -3.119033 1.612473 -0.0021 -0.0371 0.0957
N -1.411442 -2.270885 -0.601508 0.2413 0.2505 -0.6812
C -1.529767 0.899940 -2.120261 -0.1257 0.1933 0.2132
C -2.034423 1.911386 -2.908046 -0.0456 0.0712 -0.0171
C -2.718235 2.962383 -2.301442 -0.0031 -0.0095 -0.0565
C -2.900951 2.930718 -0.941346 0.0115 -0.0610 0.0385
C -2.375129 1.880086 -0.184573 -0.0534 -0.0689 0.0657
C -2.614931 1.845339 1.290652 0.0262 0.0457 0.0484
N -1.671593 0.896021 -0.767982 0.2267 -0.0700 -0.4978
H 3.767278 -1.682574 1.365168 -0.0002 -0.0019 0.0033
H 2.001652 -1.706988 1.501354 0.0211 -0.0089 -0.0179
H 2.873784 -0.185907 1.641197 0.0328 -0.0460 -0.0242
H 4.854968 -0.803405 -0.711094 0.0100 0.0023 0.0000
H 4.578741 -0.407425 -3.150728 0.0076 -0.0018 -0.0043
H 2.292263 -0.359215 -4.111283 -0.0128 0.0121 0.0131
H -2.147615 -3.346441 -3.695498 0.0088 0.0287 0.0057
H -3.226425 -5.150013 -2.366893 -0.0022 0.0034 -0.0153
H -3.114817 -5.048883 0.115530 -0.0125 -0.0165 -0.0198
H -2.335982 -3.962138 2.109217 0.0099 0.0205 0.0233
H -2.317882 -2.197146 1.979855 -0.0262 -0.0124 -0.0395
H -0.812097 -3.088431 1.915575 -0.0104 -0.0389 -0.0236
H -1.910842 1.889366 -3.982789 0.0199 -0.0339 0.0019
H -3.119236 3.773321 -2.894481 0.0047 0.0114 -0.0049
H -3.457687 3.707411 -0.436644 -0.0038 0.0078 0.0201
H -3.586158 2.281065 1.520253 0.0067 0.0083 -0.0207
H -1.860847 2.439405 1.811227 -0.0033 -0.0113 0.0232
H -2.570588 0.837061 1.690274 0.0098 -0.0100 0.0182
Br 3.442618 3.358449 -0.372717 0.0137 -0.0088 -0.1534
C 2.708521 2.956864 1.313993 -0.0752 -0.0253 0.2609
C 3.254256 3.522794 2.459493 0.0827 0.0385 -0.0732
N 2.788104 3.270860 3.677196 -0.0354 -0.0336 -0.0901
C 1.758639 2.438259 3.785830 -0.1154 -0.0594 0.0247
C 1.150919 1.812654 2.698749 0.0086 0.0424 0.2051
C 1.638530 2.089577 1.430471 0.0847 0.1442 -0.0550
C 0.017717 0.846574 2.945660 -0.0214 -0.0879 -0.2723
O -0.565087 0.795422 4.002129 0.0655 0.0971 0.0281
O -0.253225 0.080597 1.917416 0.1294 -0.1116 -0.3482
H 4.097153 4.199141 2.381956 0.0047 0.0144 0.0185
H 1.381721 2.238299 4.781361 0.0142 0.0043 0.0054
H 1.208453 1.653232 0.537346 -0.0418 -0.0358 0.0413
```
Positions in Å, forces in eV/Å.

## Properties
**<S²>**: 3.76
**Kohn-Sham gap (alpha / beta)**: 7.353 / 8.156 eV
**E_HOMO (alpha / beta)**: -10.502 / -11.589 eV
**Spin multiplicity**: 4
**Net charge**: +1

Mulliken atomic charge list, values in e, 8 entries: atom 1 (V): 0.475, atom 2 (C): -1.189, atom 3 (C): 0.938, atom 4 (C): -0.820, atom 5 (C): -0.460, atom 6 (C): -0.854, atom 7 (C): 0.133, atom 8 (N): 0.329

Record 3
ORCA calculation (ωB97M-V/def2-TZVPD) on a molecular structure, C24H21N3O3PdS2Se.

```
55
Properties=species:S:1:pos:R:3:forces:R:3
Pd 0.924520 -0.129363 1.447164 -0.0041 -0.3567 -0.3785
C -3.485980 3.926223 -3.955288 -0.0241 0.0441 -0.0154
C -2.444657 2.922418 -3.536925 0.0404 -0.0292 -0.0010
C -1.430607 2.536604 -4.412337 -0.0488 0.0295 0.0144
C -0.485294 1.597796 -4.032101 0.0101 -0.0638 -0.0801
C -0.542233 1.032484 -2.765956 0.0310 0.0182 -0.0223
C -1.535466 1.410094 -1.882393 0.0220 0.0812 0.1301
C -2.476912 2.351851 -2.270220 -0.0352 0.0330 0.0054
S 0.722937 -0.137873 -2.282274 0.2420 -0.1107 -0.0326
O 0.903745 -0.980659 -3.458790 0.0492 0.0892 0.0268
O 1.869154 0.671635 -1.921126 -0.0353 -0.0570 0.0366
N 0.204419 -0.899818 -1.005731 -0.2136 0.0418 -0.1704
C -0.871444 -1.742001 -1.114961 0.1294 -0.1685 -0.0616
C -1.628405 -1.986388 -2.261317 -0.0630 0.0906 0.0730
C -2.766024 -2.808281 -2.247347 -0.0147 -0.0391 0.0623
C -3.183623 -3.449146 -1.113898 0.0225 0.0303 -0.0395
C -2.414079 -3.299447 0.064268 -0.0721 -0.0563 0.0227
C -2.746747 -3.972050 1.262893 0.0044 -0.0052 -0.0021
C -1.953514 -3.840350 2.364120 0.0403 0.0260 -0.0397
C -0.801137 -3.033105 2.259876 -0.0270 0.0598 0.0387
N -0.472296 -2.392465 1.172129 0.0469 0.1347 -0.0135
C -1.259895 -2.479534 0.075377 0.0395 -0.0701 -0.0540
H -3.147065 4.510803 -4.812654 -0.0054 -0.0037 -0.0028
H -3.715946 4.618235 -3.143301 0.0061 -0.0089 0.0091
H -4.421317 3.434834 -4.237363 0.0063 -0.0079 -0.0025
H -1.379568 2.982973 -5.400992 -0.0032 -0.0043 -0.0001
H 0.298013 1.292368 -4.714983 -0.0036 -0.0159 0.0213
H -1.547811 1.013722 -0.875404 -0.0166 -0.0197 0.0241
H -3.231764 2.657829 -1.553631 -0.0040 -0.0060 -0.0011
H -1.337977 -1.530881 -3.194817 -0.0046 0.0136 -0.0048
H -3.321289 -2.927295 -3.172354 -0.0105 -0.0048 0.0048
H -4.067631 -4.077012 -1.098514 -0.0047 0.0029 -0.0157
H -3.637731 -4.592289 1.281257 -0.0032 0.0046 0.0057
H -2.185026 -4.335589 3.299040 -0.0122 -0.0059 -0.0019
H -0.145000 -2.894305 3.113477 0.0026 0.0099 -0.0031
Se -1.478428 2.418489 1.700784 0.2381 -0.3081 0.0871
C -0.726577 0.952502 2.573117 -0.4236 0.6583 0.0501
N -0.460251 0.176748 3.413219 0.1703 -0.2993 0.0936
C 4.176512 0.731951 0.079180 0.0611 -0.0001 0.0125
S 3.320394 -0.578484 0.973423 -0.3681 0.0366 0.2626
O 4.332330 -1.677621 1.110359 0.0535 -0.0073 -0.0721
C 3.303511 0.226363 2.588118 0.2089 0.1294 -0.0291
C 3.907055 -0.425617 3.649503 -0.0658 -0.0235 0.0045
C 3.841285 0.135658 4.922054 0.0273 -0.0414 0.0370
C 3.181663 1.336189 5.122930 -0.0255 0.0386 0.0135
C 2.595427 1.997479 4.046424 -0.0329 -0.0532 -0.0479
C 2.655528 1.449652 2.774832 0.1811 0.2037 0.0352
H 5.147612 0.870194 0.557061 -0.0092 0.0223 -0.0087
H 3.572270 1.635416 0.092253 -0.0372 0.0050 0.0134
H 4.274994 0.397749 -0.951080 -0.0325 -0.0375 0.0198
H 4.395655 -1.373094 3.462677 0.0099 0.0067 -0.0089
H 4.297976 -0.379799 5.760113 -0.0056 0.0015 -0.0020
H 3.113529 1.758418 6.119200 -0.0041 -0.0024 -0.0022
H 2.051298 2.921590 4.195161 0.0227 0.0116 0.0108
H 2.211867 1.974204 1.935746 -0.0555 -0.0168 -0.0012
```
Positions in Å, forces in eV/Å.

## Properties
**Kohn-Sham gap**: 5.038 eV
**E_HOMO**: -0.541 eV
**Spin multiplicity**: 1
**Net charge**: -2

Mulliken atomic charge list, values in e, 8 entries: atom 1 (Pd): -0.274, atom 2 (C): -1.445, atom 3 (C): 1.102, atom 4 (C): -0.731, atom 5 (C): -0.734, atom 6 (C): -0.124, atom 7 (C): 0.010, atom 8 (C): -0.749

Record 4
ORCA calculation (ωB97M-V/def2-TZVPD) on a single C24H22BrN3O5S molecule.

```
56
Properties=species:S:1:pos:R:3:forces:R:3
O -2.242471 0.972754 2.471253 0.0447 -0.0925 0.1766
C -1.826919 1.374065 1.408983 0.2924 0.0492 -0.1022
N -2.696045 1.699996 0.406427 -1.1725 -0.1408 0.1497
N -2.307162 2.188142 -0.779538 0.2251 0.4047 -0.6005
C -3.169351 2.535498 -1.646203 -0.3856 -0.2876 0.8033
C -2.761342 3.097560 -2.917948 0.3552 0.2314 -0.6506
C -3.657771 3.889479 -3.636482 0.1544 -0.1896 0.2044
C -3.271393 4.503913 -4.811854 0.0462 0.0560 -0.1131
C -1.980578 4.339582 -5.288230 -0.0753 0.0044 -0.0068
C -1.084709 3.539951 -4.597779 -0.0068 -0.0262 0.1463
C -1.466992 2.909428 -3.423700 -0.2400 0.0797 -0.0011
C -0.522881 1.942621 -2.779947 -0.0152 -0.3697 -0.1043
O -0.741221 0.755552 -2.738305 0.0547 0.0105 -0.2153
O 0.577492 2.519088 -2.334043 0.4510 0.3146 0.1342
H 1.201218 1.869500 -1.914179 -0.3851 0.0150 -0.1877
H -0.083684 3.392615 -4.973618 0.1040 -0.0054 -0.0305
H -1.674133 4.826488 -6.201503 0.0247 0.0280 -0.0818
H -3.975650 5.115559 -5.355519 -0.0498 0.0544 -0.0355
H -4.658917 4.032227 -3.256060 -0.1013 0.0106 0.0514
H -4.246240 2.467315 -1.451400 0.0571 -0.0311 0.0488
H -3.694640 1.592961 0.611132 0.3736 0.0239 0.0300
C -0.363772 1.579567 1.066792 0.2574 0.6138 0.1419
N 0.339675 0.318291 0.870015 1.0401 0.1161 0.0760
S 1.945149 0.611495 0.498280 0.0083 -0.3908 0.2772
O 2.118056 0.796752 -0.928348 0.0821 -0.3735 -0.0120
O 2.411630 1.663628 1.346226 -0.1159 0.1012 0.3050
C 2.736537 -0.914151 0.984269 -0.2781 0.4350 -0.3288
C 2.921769 -1.124342 2.337632 0.0395 0.0221 0.0725
C 3.538337 -2.284318 2.767205 0.0969 0.0398 -0.1367
C 3.945165 -3.214325 1.822446 0.0895 0.0471 -0.0567
C 3.769468 -3.003084 0.464310 0.0522 -0.0017 0.1043
C 3.161185 -1.832786 0.043499 -0.0107 0.0920 -0.1404
H 3.023805 -1.620627 -1.005317 -0.0172 -0.0268 -0.1364
H 4.103505 -3.739704 -0.250030 0.0180 -0.0327 -0.0382
Br 4.755794 -4.818866 2.407170 -0.0182 0.0078 0.0043
H 3.699342 -2.468826 3.817586 -0.0191 -0.0114 0.0504
H 2.590388 -0.371384 3.032989 -0.0360 0.0359 0.1949
C -0.255015 -0.657631 -0.028206 -0.4691 -0.5453 -0.3500
H 0.572629 -1.193463 -0.497758 -0.2375 -0.0925 -0.1657
C -1.140821 -1.670326 0.708699 0.2806 0.1518 0.0080
C -0.365399 -2.446461 1.733744 -0.1621 -0.0309 -0.0127
C 0.276475 -3.629739 1.391954 -0.0232 0.0247 0.0352
C 0.962595 -4.359981 2.345962 -0.0069 -0.1172 0.0255
C 1.026269 -3.906007 3.652370 -0.0708 -0.0911 0.0829
C 0.409609 -2.714483 3.995615 -0.0263 -0.0663 0.1069
C -0.282383 -1.988393 3.042336 -0.0291 -0.0329 0.0360
H -0.779592 -1.068312 3.310403 -0.0785 0.1292 0.0385
H 0.457169 -2.356729 5.013863 -0.0014 0.0435 0.1007
H 1.550417 -4.484547 4.399227 0.0651 -0.0418 0.0670
H 1.438809 -5.291074 2.073520 0.0642 -0.0622 -0.0236
H 0.219935 -3.992778 0.374937 -0.0188 -0.0449 -0.1258
H -1.964626 -1.153374 1.198126 -0.0912 -0.0602 -0.0550
H -1.553685 -2.347625 -0.041568 -0.0524 0.0340 -0.0010
H -0.821809 -0.169399 -0.826918 0.2276 -0.0473 0.0769
H -0.292478 2.217715 0.178587 0.0116 -0.0532 0.2226
H 0.129257 2.070994 1.908897 -0.3221 0.0890 -0.0587
```
Positions in Å, forces in eV/Å.

## Properties
**Kohn-Sham gap**: 8.923 eV
**SMILES**: O=C(CN(CCc1ccccc1)S(=O)(=O)c1ccc(Br)cc1)N/N=C/c1ccccc1C(=O)O
**E_HOMO**: -8.937 eV
**Spin multiplicity**: 1
**Net charge**: 0

Mulliken atomic charge list, values in e, 8 entries: atom 1 (O): -0.623, atom 2 (C): -0.422, atom 3 (N): -0.290, atom 4 (N): 0.009, atom 5 (C): -0.276, atom 6 (C): 0.517, atom 7 (C): -0.819, atom 8 (C): -0.579

Which max |F| belongs to each record? In order, 1.0; 2.0; 0.8; 1.2 eV/A.